A molecular structure, C23H53AlF7N6O6 in a non-equilibrium geometry. Source: the Open Molecules 2025 dataset; level of theory: ωB97M-V/def2-TZVPD.

Geometry as XYZ:
```
96
Properties=species:S:1:pos:R:3:forces:R:3
N -0.81475 -5.31043 0.70658 -7.7323 4.8639 -6.9844
C -1.68987 -4.76450 -0.10261 3.5938 -2.9544 1.9626
O -2.62106 -4.31789 -1.18793 3.7699 -1.3143 4.6642
Al -2.68422 -2.43619 -1.22087 1.9859 0.0552 0.8774
C -0.83536 -1.74417 -1.86983 0.3618 -0.0672 0.1040
C 0.33373 -1.80702 -0.71268 -0.2278 0.9729 -1.3714
O -0.05907 -0.95873 0.43034 -0.8884 0.3269 -1.6520
C 1.78001 -1.24964 -1.31546 -0.4237 -0.3033 1.7467
N 2.69408 -2.45727 -1.48210 -0.7824 0.0072 -0.9116
C -4.26790 -1.63376 -2.24728 0.2543 0.0908 -1.6426
F -4.24668 -0.15382 -1.99483 -0.9081 -3.6512 -0.7780
F -3.99265 -1.79975 -3.72167 -1.2526 0.6265 3.2292
C -5.71969 -2.33807 -1.95510 -1.3334 1.2395 -2.9680
F -5.79933 -3.69879 -2.58028 0.3904 4.3085 2.5401
F -6.74799 -1.51384 -2.69475 2.3198 -2.4427 2.2832
C -6.19115 -2.33550 -0.38470 -2.1642 -0.7754 2.5757
F -6.28592 -0.96377 0.22050 0.6522 -4.9173 -2.2462
F -5.40625 -3.22889 0.50307 -2.7202 3.3963 -3.2671
F -7.60459 -2.86861 -0.35682 4.5150 1.7040 0.0284
H -2.81166 -1.95477 0.30462 -0.4197 0.0154 -0.1328
H -0.99268 -0.61308 -2.13052 0.5980 -1.8598 0.0950
H -0.52084 -2.36475 -2.81087 -0.2871 1.3856 1.4971
H 0.53532 -2.91308 -0.35896 -0.6165 2.2944 -0.3909
H -0.75190 -0.27611 0.12466 1.6259 -1.7878 0.5525
H 1.66593 -0.59505 -2.27886 0.2509 -1.6201 1.6350
H 2.23400 -0.54464 -0.48258 -0.8212 -1.4553 -1.6436
H 2.26604 -3.09166 -2.21572 0.6489 0.9812 1.2622
H 2.74658 -3.02526 -0.60378 -0.3736 0.9369 -1.0478
C -4.38969 4.26187 1.37259 -0.2308 0.1835 0.0163
C -2.92730 4.32883 1.80729 -0.0905 -0.4434 -0.1373
C -1.94049 3.80738 0.73685 0.2254 -0.2440 0.2597
O -1.88652 2.38141 0.63282 0.0124 0.8428 -0.1511
C -2.91430 1.81176 -0.16087 0.0479 -0.3685 0.1653
N -2.77309 3.60835 3.07950 0.2902 -0.1063 -0.1499
H -4.79247 3.24603 1.40493 0.1489 0.0907 -0.0211
H -5.01164 4.87158 2.03762 0.1425 -0.1152 -0.0442
H -4.51444 4.64918 0.35650 0.0133 -0.0742 0.0592
H -2.69126 5.38574 1.98113 0.1132 -0.0946 -0.0174
H -0.92989 4.11978 1.02974 -0.1004 -0.1516 0.0190
H -2.13246 4.26124 -0.24391 -0.1560 -0.0788 -0.0135
H -3.19204 2.45308 -1.00329 -0.0028 0.0274 0.0620
H -3.78879 1.59548 0.45752 -0.1140 -0.0059 -0.2126
H -2.55115 0.85995 -0.55800 -0.0236 0.1702 0.0803
H -1.81649 3.73365 3.41140 -0.1910 0.0287 0.0117
H -2.82603 2.60700 2.86874 -0.0699 0.2988 0.0797
C 7.22523 2.37874 -0.36648 0.1709 0.1142 0.1086
C 5.92072 2.82715 -1.02164 0.1133 -0.4141 -0.1107
C 4.81533 1.74586 -0.99987 -0.1283 0.0692 -0.3428
O 4.99133 0.70655 -1.96734 -0.0378 0.3544 0.6270
C 5.88416 -0.32062 -1.56912 -0.0037 -0.1468 -0.4235
N 6.20453 3.28071 -2.39100 -0.2472 -0.1380 -0.1302
H 7.79732 1.69096 -0.99489 -0.1251 0.0530 0.0848
H 7.86988 3.24360 -0.17343 -0.1072 -0.0968 -0.0903
H 7.03337 1.88893 0.59336 0.0099 -0.0097 -0.0907
H 5.54978 3.68431 -0.44660 -0.1026 -0.0744 -0.1092
H 3.86495 2.23053 -1.25786 0.1261 -0.1256 -0.0767
H 4.68431 1.32317 0.00457 0.1398 -0.0613 -0.0293
H 5.83486 -0.51980 -0.49394 0.0072 0.0813 -0.0294
H 6.90499 -0.06414 -1.86243 0.1414 -0.0403 0.2194
H 5.61108 -1.23575 -2.10156 -0.1714 0.1550 0.1052
H 5.34813 3.66411 -2.79165 0.1725 0.0201 0.0802
H 6.38200 2.44468 -2.95622 0.0050 0.2487 0.2155
C 13.31447 0.44272 0.10558 0.2893 -0.0675 0.0645
C 12.02146 0.32112 0.90894 -0.1074 0.2295 -0.3907
C 10.85910 -0.31912 0.11486 -0.2224 0.1733 0.2221
O 10.23821 0.55947 -0.82837 0.3367 -0.5674 0.1585
C 10.91616 0.66137 -2.06966 -0.2124 0.3130 -0.0020
N 11.65431 1.64680 1.42774 -0.3294 -0.1079 -0.1188
H 13.28158 1.25566 -0.62467 -0.0954 -0.0945 0.0873
H 14.15826 0.64953 0.77347 -0.1869 0.0090 -0.0728
H 13.53442 -0.48846 -0.42597 -0.0334 0.0828 0.0093
H 12.23327 -0.33437 1.76245 -0.1498 0.0341 -0.0587
H 10.07092 -0.58832 0.82971 0.0389 0.1481 -0.1425
H 11.16878 -1.25361 -0.37048 0.0926 0.0941 -0.0989
H 11.38548 -0.28233 -2.36509 0.0383 0.0286 0.0897
H 11.66104 1.45954 -2.02523 0.1411 -0.1260 -0.1407
H 10.18636 0.93743 -2.83563 -0.0195 -0.0594 0.1504
H 10.84314 1.54496 2.03813 0.1963 0.0424 -0.0092
H 11.29502 2.19210 0.63813 0.1848 -0.1306 0.2365
C -10.77760 -3.30672 2.98692 0.0680 -0.2514 0.1176
C -12.04055 -2.44900 3.02321 0.3538 0.2072 -0.2219
C -12.47366 -1.92864 1.63282 -0.0833 0.3218 0.1469
O -11.69378 -0.83179 1.14719 -0.4386 -0.6022 0.0305
C -10.47298 -1.20724 0.53116 0.2129 0.3103 0.0450
N -11.84206 -1.34551 3.97416 -0.1828 0.2182 -0.2565
H -9.86902 -2.71298 2.85589 -0.1629 -0.0148 -0.0328
H -10.66494 -3.85643 3.92818 -0.0440 0.1542 -0.1234
H -10.82708 -4.04281 2.17837 0.0353 0.0901 0.0415
H -12.85076 -3.08490 3.40029 -0.0348 0.1354 -0.0731
H -13.49834 -1.54528 1.72087 0.1665 0.0767 -0.0004
H -12.50880 -2.73800 0.89225 0.1757 -0.0130 0.0181
H -10.55504 -2.15564 -0.00914 0.0048 0.0019 0.1086
H -9.67772 -1.26234 1.27846 0.0875 -0.1918 -0.1597
H -10.19689 -0.42690 -0.18324 -0.1283 -0.0637 0.0787
H -12.71817 -0.83036 4.06346 0.1276 -0.1222 0.0824
H -11.21066 -0.67224 3.52923 -0.1122 -0.2634 0.1834
```
Positions in Å, forces in eV/Å.

Summary:
* frontier orbital gap: 7.82 eV
* HOMO energy: -5.782 eV
* calculated total energy: -2629.4200 Eh
* LUMO level: 0.075 Ha
* charge: -1

---

A molecular structure, C20H25MoN4O5S3 in a non-equilibrium geometry. Source: the Open Molecules 2025 dataset; level of theory: ωB97M-V/def2-TZVPD.

Geometry as XYZ:
```
58
Properties=species:S:1:pos:R:3:forces:R:3
Mo 11.34619 9.11057 8.69872 3.1922 -1.6015 -0.8007
C 16.39112 9.47403 14.21372 1.7525 0.3698 -0.0331
O 15.94023 10.76949 13.77206 0.5242 -0.8205 1.4244
C 16.11988 11.76058 14.79576 0.4839 0.4456 -1.8427
C 15.47252 13.03547 14.22853 -0.0389 -0.0235 0.3745
O 16.09901 13.53551 13.05334 0.7430 -0.3230 1.0232
C 15.38297 13.95898 11.93481 -0.5582 -0.9696 -1.0529
H 17.58841 9.33489 14.20790 -2.5448 0.5286 -0.2204
H 15.93013 8.74674 13.53055 0.2873 0.1241 0.4021
H 16.08782 9.31935 15.26745 -0.0624 -0.1912 -0.5112
H 17.18289 11.92820 14.98568 0.2713 0.0854 -0.3347
H 15.75210 11.47467 15.78556 -0.7401 -0.0682 -0.2053
H 15.53555 13.77679 15.00678 0.1115 0.6211 0.4144
H 14.40954 12.85124 14.10933 -0.3011 -0.1562 -0.5035
H 16.09335 13.83192 11.07658 -0.7737 -0.0929 0.5669
H 15.09151 15.03068 11.89099 -0.0454 -0.4890 0.6148
H 14.47937 13.27775 11.79884 0.8790 0.9562 -0.1223
C 10.66238 6.51282 6.92613 -1.0700 -0.4472 0.2296
N 10.81772 7.95099 7.07649 -1.7101 1.1619 -0.8932
C 10.32078 8.74174 6.13500 1.3458 -0.6647 -0.7532
C 10.24531 10.11133 6.41677 -0.0273 3.5384 -0.0531
C 10.20268 11.22012 5.51306 0.1197 -1.3718 0.9445
C 10.56031 12.36649 6.25160 -0.8983 0.5324 -0.8939
C 10.59409 12.05330 7.59102 0.1874 -2.9744 -0.6216
N 10.50692 10.67095 7.72417 -0.9524 0.0012 -1.4842
C 9.13804 6.16097 7.11231 0.2142 1.0600 0.0942
C 8.51564 5.55721 8.23860 -1.0449 0.6208 -2.0289
C 7.09868 5.44260 8.22709 1.2784 -0.0794 0.6479
C 6.35968 5.93734 7.18530 -2.1294 -0.7079 -0.4516
C 6.95438 6.36014 6.03717 1.2422 1.8547 -0.5897
C 8.31658 6.66962 6.08866 -0.7815 -1.3405 -0.1827
H 11.29195 5.97643 7.64487 -0.0884 0.2211 -0.4069
H 10.94465 6.32754 5.87964 0.0255 -0.5733 0.4007
H 10.15896 8.42960 5.03273 0.1836 0.2716 2.0852
H 9.83943 11.11614 4.48798 0.6271 0.3442 0.2391
H 10.71100 13.34178 5.81736 -0.2735 0.1143 0.1323
H 10.59979 12.60538 8.49303 0.4822 0.8063 0.4228
H 9.06850 5.25258 9.08522 0.6200 -0.5205 0.5826
H 6.55787 4.89639 8.98960 0.2671 0.3241 0.4243
H 5.25492 5.97170 7.19109 0.6513 -0.5892 0.2754
H 6.42766 6.63256 5.11737 -0.1772 -0.0125 0.5910
H 8.62123 7.28601 5.25386 0.6384 -0.5408 -0.0081
O 13.05992 3.71975 10.80259 -0.0623 -0.7261 0.0661
S 12.33806 4.91499 10.98346 -0.3118 1.4467 -2.1807
O 11.49459 5.40760 9.90417 0.7099 -0.8027 1.5944
O 12.58351 5.74753 12.09542 -0.3155 0.1368 0.5555
S 13.44622 8.58310 8.46835 -1.4584 0.8112 0.9506
S 9.89388 8.39434 10.34499 -2.0931 0.5385 0.6402
C 8.34213 9.33978 10.39006 1.0420 -0.6950 -0.2023
N 7.66186 9.80570 9.30101 -1.8559 0.3827 1.0619
C 6.36582 10.40288 9.45757 2.5488 -0.8954 0.3837
C 5.90085 10.61652 10.73393 -0.8242 0.6686 -0.6847
C 6.72062 10.15295 11.77264 -0.1348 -0.6140 1.6274
N 7.83773 9.45964 11.61874 -0.3293 0.8078 -0.3961
H 8.02580 9.63839 8.35776 -0.0197 0.1462 0.4299
H 5.91575 10.65812 8.51459 -0.3187 0.1429 0.0316
H 4.92372 11.13985 10.96156 1.3821 -0.7828 -0.5092
H 6.42445 10.27547 12.85070 0.1306 0.0106 -1.2640
```
Positions in Å, forces in eV/Å.

Summary:
* frontier orbital gap (alpha / beta): 5.67 / 6.45 eV
* HOMO energy (alpha / beta): -10.216 / -10.873 eV
* <S²>: 2.042
* relative energy (zero: lowest compared OMol25 entry of this formula, charge and spin): 35.0 kcal/mol
* calculated total energy: -2634.6834 Eh
* LUMO level (alpha / beta): -0.167 / -0.162 Ha
* 2S+1: 3
* charge: +1

---

A single H2NPS2 molecule in a non-equilibrium geometry. Source: the Open Molecules 2025 dataset; level of theory: ωB97M-V/def2-TZVPD.

Geometry as XYZ:
```
6
Properties=species:S:1:pos:R:3:forces:R:3
S -2.96257 0.41810 0.06687 3.9163 -2.7659 0.2331
P -0.89293 -0.99238 0.16907 -3.4621 3.5708 -0.2885
N 0.17368 0.25980 0.01483 -0.1706 -0.6994 -0.0560
S 1.89274 0.21764 -0.17200 -0.1275 0.0142 0.0726
H -0.19109 1.20304 -0.07011 -0.2178 0.0016 0.0278
H 1.98017 -1.10620 -0.00867 0.0616 -0.1214 0.0110
```
Positions in Å, forces in eV/Å.

Summary:
* frontier orbital gap (alpha / beta): 6.59 / 6.58 eV
* HOMO energy (alpha / beta): -8.301 / -8.299 eV
* SMILES: S=PNS
* relative energy (zero: lowest compared OMol25 entry of this formula, charge and spin): 70.0 kcal/mol
* calculated total energy: -1193.5927 Eh
* LUMO level (alpha / beta): -0.063 / -0.063 Ha

---

A single C4H8O2 molecule. Source: the Open Molecules 2025 dataset; level of theory: ωB97M-V/def2-TZVPD.

Geometry as XYZ:
```
14
Properties=species:S:1:pos:R:3:forces:R:3
O -0.17397 -1.82813 -0.02488 -0.0907 0.3042 0.1083
C -0.50550 -0.98774 0.85430 -0.1318 -0.3027 -0.0996
C 1.13441 0.47701 0.65692 0.2656 0.1474 -0.0941
C 0.05213 0.88949 -0.24254 -0.1591 0.0986 0.0244
O 0.19112 0.02516 -1.69130 0.2027 -0.0756 0.0748
C -1.19587 0.26536 0.32242 0.0158 0.0285 -0.0380
H 0.03675 -0.91757 -1.22467 0.0097 0.0310 0.0856
H -0.58545 -1.29718 1.90180 0.0500 0.0658 -0.1234
H 1.70858 -0.40349 0.38831 -0.0940 0.0563 0.0592
H 1.77609 1.28820 1.01042 -0.1023 -0.1120 -0.0553
H -0.02031 1.93178 -0.56646 0.0427 -0.1702 0.0595
H 1.14879 0.05707 -1.86817 -0.1981 0.0222 0.0181
H -2.02787 0.05572 -0.36584 0.1300 0.0010 0.0799
H -1.54046 0.90388 1.14121 0.0595 -0.0946 -0.0995
```
Positions in Å, forces in eV/Å.

Summary:
* frontier orbital gap: 7.95 eV
* HOMO energy: -7.292 eV
* relative energy (zero: lowest compared OMol25 entry of this formula, charge and spin): 110.8 kcal/mol
* calculated total energy: -307.5358 Eh
* LUMO level: 0.024 Ha

---

A gas-phase ion, C6H12NO (charge +1) in a non-equilibrium geometry. Source: the Open Molecules 2025 dataset; level of theory: ωB97M-V/def2-TZVPD.

Geometry as XYZ:
```
20
Properties=species:S:1:pos:R:3:forces:R:3
N -1.65842 -1.61706 1.11331 -1.7608 -0.3501 0.0194
C -2.26621 -0.12797 1.13327 -0.7584 -1.9895 1.6568
C -1.61470 0.66531 0.14285 -0.5234 5.7218 -0.6477
C -0.16877 0.84101 0.39441 0.0839 -1.5725 -4.1182
C 0.65179 0.55723 -0.68013 1.1714 0.7083 5.5304
C 2.06611 0.36498 -0.38879 -0.7652 0.1781 -4.3026
C 2.80797 0.14396 -1.50073 1.6314 -0.4518 -0.3089
O 4.19328 0.11716 -1.38125 -0.0262 -0.2036 -2.6322
H -0.97045 -1.61776 0.33234 -0.3809 -0.1499 0.5018
H -2.51214 -2.29308 0.87488 2.7039 1.4391 0.9535
H -1.12182 -1.85807 2.00319 -1.2142 0.1344 -1.4424
H -3.33146 -0.18811 1.02556 -0.5486 -0.5527 -0.4298
H -2.16233 0.29110 2.12704 0.5986 -0.3046 0.2761
H -1.87998 0.53107 -0.90240 0.1303 -0.7470 -0.0367
H -2.06894 1.75163 0.31308 0.2984 -1.9028 -0.1554
H 0.15245 1.22621 1.31380 0.6767 -0.1503 1.3985
H 0.34865 0.75277 -1.64994 -0.9059 -0.7500 -1.9925
H 2.47187 0.51360 0.55661 0.6776 0.1707 1.4541
H 2.37750 -0.12152 -2.53431 0.6161 0.7278 1.7519
H 4.68560 0.06754 -2.29279 -1.7047 0.0446 2.5238
```
Positions in Å, forces in eV/Å.

Summary:
* frontier orbital gap: 7.59 eV
* HOMO energy: -11.176 eV
* SMILES: [NH3+]CC/C=C/C=C/O
* relative energy (zero: lowest compared OMol25 entry of this formula, charge and spin): 51.3 kcal/mol
* calculated total energy: -365.4676 Eh
* LUMO level: -0.132 Ha
* charge: +1

---

2 unconnected molecules or ions with the total composition C5H11O2 in a non-equilibrium geometry. Source: the Open Molecules 2025 dataset; level of theory: ωB97M-V/def2-TZVPD.

Geometry as XYZ:
```
18
Properties=species:S:1:pos:R:3:forces:R:3
C 0.07797 1.05096 1.43470 -0.1997 -1.1042 -0.0470
C -1.31582 0.50888 1.75605 -0.4804 0.3026 -1.2870
C 1.06899 0.87531 2.59760 2.9208 -1.1544 -1.3543
H 0.48690 0.48894 0.58327 -0.1807 -0.0337 0.1487
H -0.01170 2.07410 1.01667 0.2878 -0.1914 0.8614
H -1.70779 0.97243 2.68545 0.1180 -0.8594 -0.3063
H -1.40286 -0.58092 1.58380 0.3425 0.3115 1.1549
H 1.55620 -0.17492 2.76729 -1.8287 1.1546 -0.5105
H 2.03856 1.29486 2.15282 -1.0769 0.4946 1.4177
H -1.98100 0.80638 0.93791 -0.1085 0.4507 0.1412
H 0.75343 1.19569 3.59270 0.2013 0.5675 -0.3002
C 0.60374 -1.06788 -3.36838 0.1714 -0.5049 0.3676
C -0.64867 -1.31229 -2.41624 1.1911 -1.5466 -0.9480
O -1.68714 -0.86798 -2.91406 -1.1438 0.6897 0.5171
O -0.47711 -2.13323 -1.46802 -0.0636 1.1681 -0.2005
H 1.08293 -2.05882 -3.46671 0.3664 0.5929 0.2852
H 1.30130 -0.25280 -3.11643 -0.0363 -0.5134 0.4554
H 0.26208 -0.81871 -4.35839 -0.4805 0.1758 -0.3954
```
Positions in Å, forces in eV/Å.

Summary:
* frontier orbital gap: 7.40 eV
* HOMO energy: -3.829 eV
* relative energy (zero: lowest compared OMol25 entry of this formula, charge and spin): 25.2 kcal/mol
* calculated total energy: -347.6094 Eh
* LUMO level: 0.131 Ha
* charge: -1

---

Q: Look up the calculated total energy of the fifth one.
A: -365.4676 Eh